# 1
{
  "formula": "C2H2N3OS",
  "method": "ωB97M-V/def2-TZVPD",
  "symbols": ["N", "C", "N", "N", "C", "O", "S", "H", "H"],
  "xyz": [[1.206295, -0.654492, -2.367543], [0.759923, -0.329207, -1.356034], [0.290187, -0.000064, -0.176508], [0.035332, 1.428835, -0.055714], [-0.256107, -0.811108, 0.867316], [-0.880531, -0.187266, 1.702333], [-0.281032, -2.449699, 0.667959], [0.045804, 1.531084, 0.911073], [-0.919870, 1.471917, -0.192882]],
  "forces_ev_per_angstrom": [[0.082, 0.118, -0.493], [0.404, -1.000, -0.102], [0.250, 2.059, 0.386], [2.116, -1.178, -1.548], [-1.416, -0.433, -0.774], [0.042, 1.248, 1.298], [0.704, -1.693, -0.323], [0.502, 0.472, 2.365], [-2.684, 0.408, -0.809]],
  "homo_lumo_gap_ev": 7.70,
  "relative_energy_kcal_mol": 14.7,
  "total_energy_ha": -715.14021,
  "homo_ev": -3.8,
  "total_charge": -1
}


# 2
{
  "formula": "C5H9NO",
  "method": "ωB97M-V/def2-TZVPD",
  "symbols": ["C", "C", "C", "O", "C", "C", "N", "H", "H", "H", "H", "H", "H", "H", "H", "H"],
  "xyz": [[2.920836, 0.455612, -0.216034], [1.663940, 0.095217, -0.107381], [0.568050, -0.437930, 0.405810], [0.619256, -1.739708, 0.837106], [-0.681460, 0.191207, -0.146681], [-1.874060, -0.717325, -0.399137], [-1.101203, 1.362875, 0.601161], [3.706221, -0.292180, -0.191826], [3.211791, 1.498470, -0.197581], [-0.268555, -2.018747, 1.104199], [-0.050692, 0.582671, -1.106923], [-2.677268, -0.178943, -0.913292], [-1.594818, -1.578876, -1.011471], [-2.295082, -1.089739, 0.542925], [-0.316437, 2.004329, 0.700388], [-1.830520, 1.863068, 0.098736]],
  "forces_ev_per_angstrom": [[0.044, -0.215, -0.061], [1.252, 0.781, 1.905], [-0.887, -0.732, -2.283], [-0.464, 0.296, 1.566], [1.332, 0.447, -2.025], [0.090, -0.068, -0.321], [-0.037, 0.269, 0.468], [0.218, -0.088, -1.537], [0.167, 0.042, 0.957], [0.201, 0.148, 0.307], [-2.108, -0.715, 0.892], [0.137, -0.079, 0.062], [-0.020, 0.106, 0.008], [0.122, 0.161, -0.036], [-0.166, -0.196, 0.057], [0.121, -0.157, 0.040]],
  "homo_lumo_gap_ev": [7.72, 7.72],
  "relative_energy_kcal_mol": 117.2,
  "total_energy_ha": -325.75083,
  "homo_ev": [-7.5, -7.6]
}


# 3
{
  "formula": "C19H18ClNO5",
  "method": "ωB97M-V/def2-TZVPD",
  "symbols": ["C", "H", "O", "C", "C", "C", "C", "C", "C", "H", "O", "C", "H", "H", "H", "H", "N", "C", "O", "C", "H", "H", "O", "C", "O", "C", "C", "C", "C", "C", "C", "C", "C", "Cl", "H", "H", "H", "H", "H", "H", "H", "H", "H", "H"],
  "xyz": [[3.691560, 4.378317, 0.032085], [4.275706, 4.325128, -1.037962], [2.859160, 3.434362, 0.080202], [3.193601, 2.024090, 0.021516], [2.183411, 0.901676, 0.065045], [2.447867, -0.349719, 0.227233], [3.732355, -0.778948, 0.130577], [4.771291, 0.345574, -0.326224], [4.400903, 1.704119, -0.256870], [5.286018, 2.348311, -0.306654], [6.051040, 0.264901, -0.395847], [6.422987, -1.183113, -0.570545], [7.624065, -1.427861, -0.755211], [6.063246, -1.729249, -1.251087], [6.316575, -1.815420, 0.345018], [3.985415, -1.732209, 0.062051], [1.512454, -1.359658, 0.409193], [1.498660, -2.600124, 0.450381], [2.629060, -3.121250, 0.153041], [0.144277, -3.162109, 0.731361], [-0.101039, -3.873643, -0.322593], [0.130602, -3.724395, 1.675231], [-0.880233, -2.154240, 0.837961], [-2.017369, -2.324300, 0.147163], [-2.090315, -3.069433, -1.095782], [-2.818804, -1.266236, 0.243075], [-4.039005, -1.390361, -0.430234], [-5.061049, -0.049862, -0.300270], [-6.500752, -0.658388, -0.351837], [-7.447218, 0.206478, -0.228865], [-7.231799, 1.678708, -0.011035], [-5.974992, 1.986131, 0.078430], [-4.851512, 1.171904, 0.077681], [-3.309695, 1.651092, 0.190672], [-5.776633, 2.977192, 0.451422], [-8.021910, 2.459697, 0.200987], [-8.464846, -0.097884, -0.616622], [-6.605063, -1.632823, -0.462796], [-4.269927, -1.943389, -1.135166], [-2.734054, -0.474365, 1.128897], [0.641425, -0.873193, 0.681087], [0.999633, 1.464739, 0.618533], [2.977719, 5.262551, 0.061055], [4.357168, 4.207212, 0.755714]],
  "forces_ev_per_angstrom": [[1.891, 4.606, -5.607], [-0.861, 0.769, 2.099], [-7.274, -9.509, 0.478], [-5.826, 1.300, -0.052], [-4.754, 10.661, 2.792], [2.289, -4.643, -0.366], [5.285, 7.081, -2.676], [-5.690, -1.509, 3.290], [5.186, -1.792, -0.844], [-0.702, 0.234, -0.158], [3.405, -5.000, -1.450], [7.250, 2.585, 6.324], [-2.787, 1.837, 0.412], [-3.984, -2.976, -5.951], [-0.484, 1.225, -0.125], [1.111, -3.644, -0.068], [-4.337, 8.977, 1.467], [4.737, -4.187, -1.449], [-3.475, -1.993, 1.108], [-1.072, -3.415, -2.942], [0.428, 1.899, 3.407], [0.057, -0.156, -0.562], [0.158, -1.558, 0.364], [4.629, -5.276, -9.085], [0.767, 2.803, 7.634], [-7.153, 3.407, 2.195], [2.998, 11.531, 7.794], [-2.059, -10.330, -0.229], [6.479, 4.875, 0.445], [-5.576, 3.858, -1.306], [-3.049, -3.249, -0.297], [2.331, 4.052, 2.294], [-1.596, -0.197, -1.280], [3.193, 2.602, 0.551], [0.251, 0.651, -0.342], [0.845, -1.423, -0.602], [0.785, 0.235, 1.316], [-0.519, -4.248, -0.860], [-2.006, -5.917, -6.228], [0.104, -2.045, -2.306], [0.338, -0.664, -0.344], [3.454, -2.104, -2.179], [1.933, -0.186, 0.212], [3.299, 0.832, 3.125]],
  "homo_lumo_gap_ev": 6.72,
  "relative_energy_kcal_mol": 359.7,
  "total_energy_ha": -1625.43653,
  "homo_ev": -7.9
}


Copy entry 1 word for word.
{
  "formula": "C2H2N3OS",
  "method": "ωB97M-V/def2-TZVPD",
  "symbols": ["N", "C", "N", "N", "C", "O", "S", "H", "H"],
  "xyz": [[1.206295, -0.654492, -2.367543], [0.759923, -0.329207, -1.356034], [0.290187, -0.000064, -0.176508], [0.035332, 1.428835, -0.055714], [-0.256107, -0.811108, 0.867316], [-0.880531, -0.187266, 1.702333], [-0.281032, -2.449699, 0.667959], [0.045804, 1.531084, 0.911073], [-0.919870, 1.471917, -0.192882]],
  "forces_ev_per_angstrom": [[0.082, 0.118, -0.493], [0.404, -1.000, -0.102], [0.250, 2.059, 0.386], [2.116, -1.178, -1.548], [-1.416, -0.433, -0.774], [0.042, 1.248, 1.298], [0.704, -1.693, -0.323], [0.502, 0.472, 2.365], [-2.684, 0.408, -0.809]],
  "homo_lumo_gap_ev": 7.70,
  "relative_energy_kcal_mol": 14.7,
  "total_energy_ha": -715.14021,
  "homo_ev": -3.8,
  "total_charge": -1
}